(1)
Formula: C2H3NP2
Source: the Open Molecules 2025 dataset
Level of theory: ωB97M-V/def2-TZVPD

* energy: -22187.87434 eV
* HOMO-LUMO gap: 8.598 eV
* ΔE to the lowest compared entry with this formula, charge and spin: 22.79 kcal/mol
* strongest force on any atom: 4.69 eV/Å
* M: 103.0 g/mol
* highest occupied orbital energy: -9.120 eV

XYZ file:
```
8
C2H3NP2 (ωB97M-V/def2-TZVPD)
C -0.344 0.126 -0.789
N -0.817 -0.864 -0.204
C 0.106 -1.407 0.868
P 1.670 -0.775 1.032
P 1.438 0.599 -0.645
H -0.926 0.891 -1.437
H -0.519 -1.866 1.544
H 1.510 1.940 -0.176
```

=====

(2)
Formula: C2H3NS
Source: the Open Molecules 2025 dataset
Level of theory: ωB97M-V/def2-TZVPD

* energy: -14443.25954 eV
* HOMO-LUMO gap: 8.395 eV
* ΔE to the lowest compared entry with this formula, charge and spin: 97.07 kcal/mol
* strongest force on any atom: 4.74 eV/Å
* M: 73.1 g/mol
* highest occupied orbital energy: -8.800 eV

XYZ file:
```
7
C2H3NS (ωB97M-V/def2-TZVPD)
C 0.748 0.123 0.315
C -0.553 -0.405 0.166
N -0.130 0.903 -0.333
S 2.317 -0.186 0.529
H -0.555 -1.273 -0.521
H -1.954 -0.397 1.150
H 0.127 1.234 -1.307
```

=====

(3)
Formula: C2H3NS2
Source: the Open Molecules 2025 dataset
Level of theory: ωB97M-V/def2-TZVPD

* energy: -25282.28715 eV
* HOMO-LUMO gap: 7.457 eV
* ΔE to the lowest compared entry with this formula, charge and spin: 6.52 kcal/mol
* strongest force on any atom: 0.94 eV/Å
* M: 105.2 g/mol
* highest occupied orbital energy: -8.129 eV

XYZ file:
```
8
C2H3NS2 (ωB97M-V/def2-TZVPD)
S 0.927 1.689 -1.365
C 1.096 0.316 -0.534
N 0.181 -0.400 0.193
C -1.151 -0.181 0.476
S -2.132 1.027 0.008
H 2.074 -0.218 -0.519
H 0.541 -1.249 0.644
H -1.536 -0.985 1.098
```

=====

(4)
Formula: C2H3NS2
Source: the Open Molecules 2025 dataset
Level of theory: ωB97M-V/def2-TZVPD

* energy: -25279.16173 eV
* HOMO-LUMO gap (alpha / beta): 6.758 / 6.551 eV
* ΔE to the lowest compared entry with this formula, charge and spin: 78.60 kcal/mol
* strongest force on any atom: 1.60 eV/Å
* M: 105.2 g/mol
* highest occupied orbital energy (alpha / beta): -7.233 / -7.112 eV

XYZ file:
```
8
C2H3NS2 (ωB97M-V/def2-TZVPD)
C -1.407 -1.528 0.158
C 1.055 -0.348 -0.035
N 0.354 0.709 0.022
S -2.378 -0.277 -0.027
S 2.352 -1.217 -0.082
H -1.776 -2.542 0.236
H -0.720 0.623 -0.025
H 0.707 1.651 0.105
```

=====

(5)
Formula: C2H3O2
Source: the Open Molecules 2025 dataset
Level of theory: ωB97M-V/def2-TZVPD

* energy: -6207.51540 eV
* HOMO-LUMO gap: 10.746 eV
* ΔE to the lowest compared entry with this formula, charge and spin: 8.92 kcal/mol
* strongest force on any atom: 3.05 eV/Å
* total charge: +1
* M: 59.0 g/mol
* highest occupied orbital energy: -17.814 eV

XYZ file:
```
7
C2H3O2 (ωB97M-V/def2-TZVPD)
C -0.059 0.297 -0.691
C 0.033 -0.740 2.090
O 0.210 -1.076 3.140
O -0.520 0.281 -1.836
H 0.931 0.751 -0.341
H -0.476 -0.347 0.153
H -0.119 0.835 -2.515
```

=====

(6)
Formula: C2H3O2
Source: the Open Molecules 2025 dataset
Level of theory: ωB97M-V/def2-TZVPD

* energy: -6206.96660 eV
* HOMO-LUMO gap: 9.574 eV
* ΔE to the lowest compared entry with this formula, charge and spin: 21.58 kcal/mol
* strongest force on any atom: 2.60 eV/Å
* total charge: +1
* M: 59.0 g/mol
* highest occupied orbital energy: -16.188 eV

XYZ file:
```
7
C2H3O2 (ωB97M-V/def2-TZVPD)
C 0.797 0.405 -0.174
C -2.298 -0.463 -0.168
O -2.833 0.487 0.077
O -0.193 -0.311 0.005
H 1.921 0.072 0.077
H 0.692 1.418 -0.482
H -2.339 -1.583 -0.106
```